No. 1
# C18H36IN4O8

A 5-piece molecular cluster, C18H36IN4O8 overall (ωB97M-V/def2-TZVPD, the OMol25 dataset).

The HOMO-LUMO gap comes out at 7.9 eV. Its calculated total energy is -1825.88955 a.u. As for the net charge: +1. The maximum force comes out at 0.44 eV/Å.

Element x y z (Å)
I 7.66 1.79 -3.57
O -4.41 2.76 -2.09
O -0.88 0.53 1.51
O 1.20 0.73 2.14
O 5.17 0.53 -1.34
O 3.05 0.36 -1.79
O -4.10 3.72 -0.14
O -1.86 -2.78 2.34
O -2.93 -3.94 0.82
N 6.97 -0.97 -2.56
N 6.70 -3.28 -2.17
N 7.72 -0.23 -3.43
N 8.17 -2.36 -3.79
C -1.66 -5.24 2.35
C -0.40 1.24 3.83
C 0.03 0.80 2.45
C -4.87 3.19 -0.90
C -6.06 2.89 -3.89
C 8.42 -1.11 -4.14
C 1.02 1.70 -1.38
C -2.22 -3.96 1.79
C -2.30 0.45 1.78
C 1.65 0.32 -1.40
C 0.37 -2.75 3.32
C -6.34 3.07 -0.58
C 4.02 0.62 -0.93
C -2.95 1.81 1.71
C -1.12 -2.67 3.55
C 7.25 -2.25 -2.81
C 3.69 1.05 0.46
C -5.21 2.00 -3.01
H -5.80 1.26 -2.47
H -2.47 -0.07 2.72
H -4.03 1.72 1.85
H 0.91 -2.56 4.25
H -0.04 1.61 -1.14
H -0.42 2.33 3.84
H -2.67 -0.21 0.99
H -1.38 -1.68 3.93
H 0.67 -1.99 2.58
H 9.11 -0.81 -4.91
H 6.33 -0.51 -1.88
H -6.61 2.28 -4.61
H 1.48 2.33 -0.62
H -1.41 -5.20 3.41
H 1.54 -0.19 -0.45
H 3.67 2.15 0.48
H -2.39 -6.03 2.19
H -1.38 0.88 4.12
H 7.06 -4.20 -2.35
H 5.91 -3.17 -1.56
H -5.44 3.60 -4.42
H -0.75 -5.50 1.79
H 4.47 0.72 1.14
H -6.83 4.00 -0.86
H -6.79 3.45 -3.30
H 1.19 -0.30 -2.17
H 1.13 2.18 -2.35
H -2.77 2.28 0.75
H -4.48 1.46 -3.61
H -1.46 -3.39 4.29
H -6.44 2.95 0.50
H 2.73 0.68 0.81
H 0.34 0.90 4.54
H 0.69 -3.72 2.94
H -2.57 2.48 2.48
H -6.85 2.24 -1.07

=====

No. 2
# C4H5N3

The molecule C4H5N3 in a non-equilibrium geometry (ωB97M-V/def2-TZVPD, the OMol25 dataset).

The HOMO-LUMO gap (alpha / beta) comes out at 7.4 / 7.4 eV. Its calculated total energy is -319.52711 a.u. As for the net charge: 0. The maximum force comes out at 1.17 eV/Å.

Element x y z (Å)
N 2.39 -0.72 1.30
N -1.54 -0.05 0.17
N 0.23 1.47 0.46
C -1.01 1.11 0.61
C -0.71 -0.76 -0.63
C 1.61 -0.63 0.45
C 0.73 -0.70 -0.67
H 1.21 -1.06 -1.59
H 0.35 2.47 0.62
H -0.34 -1.80 -0.19
H -1.76 1.78 1.04
H -1.16 -1.11 -1.57

=====

No. 3
# F6H14N3Na4O19S6

F6H14N3Na4O19S6 as an isolated structure in a non-equilibrium geometry (ωB97M-V/def2-TZVPD, the OMol25 dataset).

The HOMO-LUMO gap (alpha / beta) comes out at 6.1 / 2.7 eV. Its calculated total energy is -5239.06907 a.u. As for the net charge: +2. The maximum force comes out at 10.92 eV/Å. Its multiplicity is 2.

Element x y z (Å)
S 0.89 4.31 -2.85
S 3.03 -4.40 4.18
S 0.81 -3.73 3.54
S 0.38 3.03 -4.83
S -0.36 -0.53 1.52
S -0.50 -0.10 -0.75
Na 2.95 -3.24 0.97
Na 0.58 2.76 0.74
Na -2.67 2.15 1.02
Na -4.11 -2.67 2.03
F 4.34 -3.96 3.24
F -0.24 -3.92 2.35
F -1.16 1.14 -1.65
F 1.10 2.94 -6.30
F 2.11 5.10 -2.23
F -0.11 0.30 2.89
O -2.67 3.17 -3.21
O -3.43 -3.20 -0.42
O 1.34 0.14 5.91
O -0.86 3.76 -5.18
O 2.97 -3.40 5.24
O 2.10 -2.78 -2.81
O 0.26 1.69 -4.44
O -2.97 1.50 3.44
O -1.49 -1.18 -1.07
O 3.00 1.76 -0.85
O 0.86 -0.11 -1.29
O 0.81 -2.27 3.76
O 0.34 -4.66 4.58
O -0.01 5.44 -3.03
O 0.87 -1.33 1.34
O 3.38 -5.77 4.61
O -2.45 0.44 -4.09
O 0.63 3.31 -1.81
O -1.62 -1.27 1.77
N 1.96 -4.35 2.79
N -0.61 0.74 0.66
N 1.66 3.90 -4.07
H -1.77 0.19 -4.72
H 1.26 -0.45 5.17
H -2.02 1.08 -3.52
H -3.83 1.50 3.87
H 0.57 0.70 5.86
H -4.18 -3.17 -1.01
H -2.36 1.70 4.15
H 2.41 1.07 -1.14
H -2.97 -2.37 -0.57
H 1.49 -2.59 -3.53
H 2.44 -1.92 -2.56
H -2.31 3.99 -3.55
H 3.35 2.14 -1.65
H -3.22 3.43 -2.48

=====

No. 4
# C45H54BaN7O4S3

C45H54BaN7O4S3 as an isolated structure in a non-equilibrium geometry (ωB97M-V/def2-TZVPD, the OMol25 dataset).

The HOMO-LUMO gap comes out at 5.5 eV. Its calculated total energy is -3651.44539 a.u. As for the net charge: -1. The maximum force comes out at 4.84 eV/Å.

Element x y z (Å)
Ba 0.24 -0.61 0.94
S 1.20 2.17 2.19
S -3.80 0.08 -1.32
S 0.15 -3.43 -0.70
O -0.93 -2.72 0.06
O -2.70 -0.12 -0.35
O 1.48 -3.50 1.28
O 0.62 -1.94 2.59
N 4.22 1.65 -0.20
N 1.66 2.16 -0.46
N -1.45 -3.73 3.27
N -2.08 0.87 3.30
N 1.37 0.87 -1.04
N 0.33 -0.12 5.12
N 3.50 1.73 0.95
C -0.84 6.03 -1.90
C 1.32 0.89 5.48
C -3.90 2.97 -4.15
C 0.98 -7.33 -0.06
C -1.33 -7.00 0.55
C -0.22 -7.83 0.45
C -0.08 -4.17 2.99
C -2.06 -3.25 -2.46
C -3.69 -1.30 -2.55
C -1.82 6.97 -2.19
C 1.63 -0.60 -4.36
C 2.00 0.48 -5.16
C -0.59 -3.64 -2.42
C -2.25 -1.76 -2.73
C -4.27 2.03 -3.20
C -2.56 3.16 -4.45
C 2.19 1.71 -4.55
C 1.61 0.80 -2.37
C -2.42 2.03 2.48
C -0.13 3.95 -0.82
C -3.08 6.85 -1.63
C 8.32 0.88 -0.16
C -2.38 4.85 -0.49
C -1.66 1.32 4.62
C 6.20 0.93 0.99
C 1.06 -6.00 -0.45
C -1.24 -5.67 0.16
C 2.00 1.88 -3.19
C -1.58 2.44 -3.77
C -3.22 -0.03 3.37
C -1.94 1.52 -2.79
C -0.05 -5.18 -0.33
C 7.55 0.67 0.98
C -1.01 0.26 5.52
C 1.44 -0.45 -3.01
C 5.57 1.41 -0.17
C -3.28 1.31 -2.54
C 6.34 1.64 -1.32
C 2.26 2.02 0.83
C -1.11 4.96 -1.05
C -3.36 5.79 -0.78
C 0.70 3.10 -0.61
C 7.70 1.38 -1.30
C 0.71 -1.39 5.69
C 0.74 -3.13 2.22
H -1.62 -1.21 -2.02
H 1.85 -7.96 -0.12
H -1.94 -3.64 2.38
H 0.00 -3.00 -3.08
H 2.16 0.35 -6.22
H -4.32 -2.10 -2.15
H 5.59 0.77 1.87
H -5.31 1.85 -2.97
H 0.15 6.12 -2.34
H -0.43 -4.68 -2.70
H -2.27 3.89 -5.19
H 1.99 -5.58 -0.83
H -3.51 -0.34 2.37
H 5.87 2.03 -2.21
H -0.10 -5.11 2.46
H 2.28 0.62 5.06
H -3.86 7.57 -1.87
H 2.48 2.57 -5.16
H -2.74 1.70 1.49
H -0.96 2.13 4.48
H 1.42 0.98 6.58
H 1.18 -1.30 -2.38
H 9.38 0.66 -0.17
H -4.35 5.69 -0.35
H 1.49 -1.58 -4.82
H 2.16 2.86 -2.75
H -2.54 1.71 5.17
H 0.43 -4.33 3.95
H -1.01 0.66 6.55
H -2.59 4.02 0.18
H 1.05 1.85 5.06
H -2.59 -3.83 -3.22
H 0.00 -2.16 5.40
H -2.97 -0.92 3.94
H -4.09 0.46 3.86
H -1.18 1.00 -2.23
H -1.39 -2.77 3.62
H -2.51 -3.48 -1.49
H -3.23 2.63 2.93
H 3.79 1.94 -1.07
H -1.53 2.66 2.36
H 8.03 0.29 1.88
H -0.28 -8.85 0.79
H -0.53 2.59 -3.99
H -4.66 3.55 -4.66
H -1.60 7.79 -2.86
H 8.29 1.58 -2.19
H -2.10 -5.01 0.27
H -1.88 -1.52 -3.73
H 0.78 -1.37 6.79
H -1.63 -0.64 5.53
H -2.25 -7.38 0.97
H -4.14 -0.92 -3.46
H 1.69 -1.68 5.29

=====

- Which of these has the highest maximum force?
  F6H14N3Na4O19S6

=====

Please write out number 4 again, unchanged.
# C45H54BaN7O4S3

C45H54BaN7O4S3 as an isolated structure in a non-equilibrium geometry (ωB97M-V/def2-TZVPD, the OMol25 dataset).

The HOMO-LUMO gap comes out at 5.5 eV. Its calculated total energy is -3651.44539 a.u. As for the net charge: -1. The maximum force comes out at 4.84 eV/Å.

Element x y z (Å)
Ba 0.24 -0.61 0.94
S 1.20 2.17 2.19
S -3.80 0.08 -1.32
S 0.15 -3.43 -0.70
O -0.93 -2.72 0.06
O -2.70 -0.12 -0.35
O 1.48 -3.50 1.28
O 0.62 -1.94 2.59
N 4.22 1.65 -0.20
N 1.66 2.16 -0.46
N -1.45 -3.73 3.27
N -2.08 0.87 3.30
N 1.37 0.87 -1.04
N 0.33 -0.12 5.12
N 3.50 1.73 0.95
C -0.84 6.03 -1.90
C 1.32 0.89 5.48
C -3.90 2.97 -4.15
C 0.98 -7.33 -0.06
C -1.33 -7.00 0.55
C -0.22 -7.83 0.45
C -0.08 -4.17 2.99
C -2.06 -3.25 -2.46
C -3.69 -1.30 -2.55
C -1.82 6.97 -2.19
C 1.63 -0.60 -4.36
C 2.00 0.48 -5.16
C -0.59 -3.64 -2.42
C -2.25 -1.76 -2.73
C -4.27 2.03 -3.20
C -2.56 3.16 -4.45
C 2.19 1.71 -4.55
C 1.61 0.80 -2.37
C -2.42 2.03 2.48
C -0.13 3.95 -0.82
C -3.08 6.85 -1.63
C 8.32 0.88 -0.16
C -2.38 4.85 -0.49
C -1.66 1.32 4.62
C 6.20 0.93 0.99
C 1.06 -6.00 -0.45
C -1.24 -5.67 0.16
C 2.00 1.88 -3.19
C -1.58 2.44 -3.77
C -3.22 -0.03 3.37
C -1.94 1.52 -2.79
C -0.05 -5.18 -0.33
C 7.55 0.67 0.98
C -1.01 0.26 5.52
C 1.44 -0.45 -3.01
C 5.57 1.41 -0.17
C -3.28 1.31 -2.54
C 6.34 1.64 -1.32
C 2.26 2.02 0.83
C -1.11 4.96 -1.05
C -3.36 5.79 -0.78
C 0.70 3.10 -0.61
C 7.70 1.38 -1.30
C 0.71 -1.39 5.69
C 0.74 -3.13 2.22
H -1.62 -1.21 -2.02
H 1.85 -7.96 -0.12
H -1.94 -3.64 2.38
H 0.00 -3.00 -3.08
H 2.16 0.35 -6.22
H -4.32 -2.10 -2.15
H 5.59 0.77 1.87
H -5.31 1.85 -2.97
H 0.15 6.12 -2.34
H -0.43 -4.68 -2.70
H -2.27 3.89 -5.19
H 1.99 -5.58 -0.83
H -3.51 -0.34 2.37
H 5.87 2.03 -2.21
H -0.10 -5.11 2.46
H 2.28 0.62 5.06
H -3.86 7.57 -1.87
H 2.48 2.57 -5.16
H -2.74 1.70 1.49
H -0.96 2.13 4.48
H 1.42 0.98 6.58
H 1.18 -1.30 -2.38
H 9.38 0.66 -0.17
H -4.35 5.69 -0.35
H 1.49 -1.58 -4.82
H 2.16 2.86 -2.75
H -2.54 1.71 5.17
H 0.43 -4.33 3.95
H -1.01 0.66 6.55
H -2.59 4.02 0.18
H 1.05 1.85 5.06
H -2.59 -3.83 -3.22
H 0.00 -2.16 5.40
H -2.97 -0.92 3.94
H -4.09 0.46 3.86
H -1.18 1.00 -2.23
H -1.39 -2.77 3.62
H -2.51 -3.48 -1.49
H -3.23 2.63 2.93
H 3.79 1.94 -1.07
H -1.53 2.66 2.36
H 8.03 0.29 1.88
H -0.28 -8.85 0.79
H -0.53 2.59 -3.99
H -4.66 3.55 -4.66
H -1.60 7.79 -2.86
H 8.29 1.58 -2.19
H -2.10 -5.01 0.27
H -1.88 -1.52 -3.73
H 0.78 -1.37 6.79
H -1.63 -0.64 5.53
H -2.25 -7.38 0.97
H -4.14 -0.92 -3.46
H 1.69 -1.68 5.29